(1)
111
Properties=species:S:1:pos:R:3:lowdin_charge:R:1 method="wB97M-V/def2-TZVPD" homo_lumo_gap_ev=6.61 lumo_energy_ev=2.611 charge=-1 relative_energy_kcal_mol=1.3 max_force_ev_per_a=0.219
Ag 0.001 -0.306 0.562 0.80
C -0.206 -0.726 -2.612 -0.10
N 0.863 -0.284 -1.721 -0.30
C 2.063 -1.084 -1.924 -0.11
C 1.204 1.129 -1.929 -0.19
C 0.062 2.104 -1.668 -0.17
N -0.506 1.992 -0.330 -0.17
C 0.089 2.917 0.652 -0.14
C 1.585 3.082 0.610 -0.15
C 2.127 4.267 0.149 -0.02
C 3.498 4.515 0.140 -0.19
C 4.313 3.507 0.653 0.01
C 3.829 2.296 1.137 -0.09
C 2.424 2.039 1.107 -0.36
O 1.918 0.916 1.496 -0.18
C 4.768 1.237 1.716 -0.53
C 6.237 1.672 1.683 -0.08
C 4.394 0.971 3.183 -0.04
C 4.664 -0.071 0.917 -0.05
C 4.036 5.837 -0.405 -0.57
C 5.561 5.917 -0.332 -0.08
C 3.461 7.010 0.402 -0.06
C 3.624 5.997 -1.876 -0.06
C -1.973 2.126 -0.317 -0.15
C -2.651 1.441 0.835 -0.16
C -3.051 2.137 1.966 -0.02
C -3.701 1.508 3.022 -0.21
C -4.006 0.152 2.849 -0.01
C -3.651 -0.590 1.735 -0.11
C -2.865 0.035 0.709 -0.39
O -2.337 -0.611 -0.274 -0.16
C -4.048 -2.059 1.577 -0.53
C -4.817 -2.225 0.258 -0.05
C -2.804 -2.960 1.555 -0.05
C -4.955 -2.544 2.710 -0.08
C -4.091 2.215 4.319 -0.56
C -5.610 2.140 4.530 -0.06
C -3.387 1.539 5.504 -0.06
C -3.687 3.690 4.310 -0.08
H 0.038 -0.512 -3.667 0.09
H -0.344 -1.801 -2.495 0.09
H -1.147 -0.257 -2.332 0.06
H 2.467 -0.955 -2.942 0.09
H 2.827 -0.786 -1.207 0.07
H 1.835 -2.142 -1.787 0.08
H 2.044 1.366 -1.276 0.11
H 1.540 1.274 -2.973 0.12
H 0.448 3.115 -1.869 0.12
H -0.733 1.926 -2.393 0.11
H -0.365 3.914 0.512 0.12
H -0.213 2.569 1.644 0.11
H 1.440 5.027 -0.216 0.11
H 5.380 3.675 0.678 0.08
H 6.410 2.566 2.288 0.08
H 6.858 0.870 2.090 0.08
H 6.576 1.875 0.665 0.08
H 4.531 1.879 3.775 0.09
H 3.353 0.657 3.256 0.06
H 5.032 0.186 3.603 0.08
H 4.955 0.099 -0.124 0.08
H 5.340 -0.822 1.339 0.08
H 3.643 -0.450 0.941 0.05
H 5.917 5.845 0.698 0.08
H 6.031 5.120 -0.912 0.08
H 5.898 6.874 -0.738 0.08
H 3.753 6.930 1.451 0.09
H 3.826 7.965 0.012 0.08
H 2.371 7.022 0.361 0.07
H 4.034 5.182 -2.476 0.09
H 2.539 5.979 -1.986 0.07
H 3.991 6.946 -2.281 0.08
H -2.252 3.195 -0.335 0.12
H -2.346 1.658 -1.230 0.11
H -2.831 3.199 2.007 0.10
H -4.552 -0.347 3.643 0.09
H -4.200 -1.900 -0.578 0.07
H -5.095 -3.273 0.112 0.08
H -5.732 -1.626 0.275 0.08
H -2.095 -2.609 0.807 0.06
H -2.320 -2.968 2.534 0.06
H -3.091 -3.990 1.317 0.08
H -5.874 -1.955 2.774 0.08
H -5.235 -3.584 2.525 0.08
H -4.452 -2.503 3.680 0.08
H -5.954 1.106 4.577 0.07
H -5.894 2.635 5.464 0.08
H -6.133 2.629 3.706 0.09
H -3.658 0.483 5.574 0.07
H -2.303 1.597 5.387 0.08
H -3.659 2.023 6.447 0.08
H -4.183 4.235 3.504 0.08
H -3.972 4.156 5.257 0.08
H -2.609 3.808 4.187 0.08
N 1.866 -3.471 0.918 0.00
C 1.225 -3.164 2.201 -0.30
C 1.877 -2.016 2.960 -0.23
C 1.123 -1.582 4.214 -0.20
C -0.321 -1.151 3.981 -0.26
N -0.433 -0.161 2.910 0.02
H 1.720 -2.678 0.297 0.02
H 2.871 -3.533 1.048 0.06
H 1.219 -4.073 2.814 0.11
H 0.179 -2.925 1.990 0.08
H 1.985 -1.160 2.290 0.06
H 2.895 -2.310 3.246 0.11
H 1.667 -0.752 4.678 0.10
H 1.112 -2.393 4.951 0.11
H -0.717 -0.766 4.931 0.10
H -0.937 -2.012 3.715 0.08
H 0.277 0.563 2.999 0.06
H -1.354 0.270 2.925 0.05



(2)
9
Properties=species:S:1:pos:R:3:nbo_charge:R:1 method="wB97M-V/def2-TZVPD" homo_lumo_gap_ev=8.80 lumo_energy_ev=0.553 charge=0 relative_energy_kcal_mol=126.1 max_force_ev_per_a=4.734
C -1.818 -1.296 -0.407 0.15
N -1.739 -0.087 -0.311 -0.60
N 1.867 0.041 0.638 -0.55
O 1.392 -0.624 -0.494 -0.53
S 0.406 -1.917 -0.209 0.27
H -2.392 -2.177 -0.588 0.20
H -2.648 0.528 -0.459 0.36
H 2.610 -0.457 1.081 0.34
H 2.124 1.032 0.497 0.36



(3)
55
Properties=species:S:1:pos:R:3:nbo_charge:R:1 method="wB97M-V/def2-TZVPD" homo_lumo_gap_ev=7.55 smiles="CCOCCCCCN(COCOCCO)[C@@](CC=O)([PH2]=N)C(=O)[O-]" lumo_energy_ev=2.655 charge=-1 relative_energy_kcal_mol=13.6 max_force_ev_per_a=2.079
C 3.715 -2.615 2.433 -0.63
C 3.566 -1.688 1.224 -0.08
O 2.793 -2.298 0.211 -0.56
C 3.121 -1.758 -1.067 -0.06
C 1.971 -1.956 -2.073 -0.44
C 1.697 -0.604 -2.763 -0.39
C 0.511 0.194 -2.176 -0.43
C 0.210 -0.154 -0.698 -0.23
N -0.574 0.816 0.052 -0.47
C -1.948 0.843 -0.321 0.10
O -2.592 -0.380 0.055 -0.57
C -3.809 -0.477 -0.644 0.25
O -4.530 -1.598 -0.259 -0.53
C -4.464 -1.830 1.148 -0.10
C -3.402 -2.920 1.438 -0.08
O -2.642 -2.579 2.592 -0.72
C 0.064 2.143 0.167 -0.25
C -0.486 3.167 -0.876 -0.55
C 0.383 4.391 -1.144 0.46
O 0.905 5.096 -0.320 -0.51
P -0.468 2.782 1.874 1.35
N 0.391 3.920 2.535 -1.29
C 1.600 2.057 0.221 0.75
O 2.272 2.174 -0.838 -0.77
O 2.066 1.795 1.340 -0.72
H 3.530 -3.641 2.110 0.21
H 3.006 -2.379 3.226 0.21
H 4.711 -2.552 2.868 0.20
H 4.569 -1.419 0.873 0.16
H 3.089 -0.757 1.552 0.21
H 3.365 -0.700 -0.934 0.19
H 4.039 -2.251 -1.421 0.15
H 1.103 -2.405 -1.600 0.22
H 2.352 -2.648 -2.826 0.20
H 1.505 -0.782 -3.825 0.19
H 2.570 0.045 -2.705 0.22
H 0.710 1.245 -2.354 0.24
H -0.381 -0.089 -2.752 0.17
H -0.387 -1.069 -0.733 0.20
H 1.111 -0.446 -0.163 0.23
H -2.494 1.646 0.179 0.17
H -2.037 0.927 -1.419 0.14
H -4.385 0.452 -0.479 0.12
H -3.618 -0.578 -1.719 0.15
H -4.292 -0.929 1.733 0.19
H -5.435 -2.253 1.418 0.18
H -2.725 -2.916 0.580 0.18
H -3.854 -3.902 1.538 0.17
H -2.233 -1.733 2.373 0.48
H -1.444 3.561 -0.513 0.22
H -0.707 2.715 -1.842 0.22
H 0.500 4.668 -2.221 0.09
H -0.573 1.608 2.655 -0.07
H -1.770 3.309 1.631 -0.11
H -0.175 4.751 2.661 0.35



(4)
101
Properties=species:S:1:pos:R:3:lowdin_charge:R:1 method="wB97M-V/def2-TZVPD" homo_lumo_gap_ev=9.36 lumo_energy_ev=0.395 charge=0 max_force_ev_per_a=2.135
H -5.407 1.713 0.120 0.05
N -4.539 2.157 -0.172 0.14
C -3.572 1.348 -0.086 -0.41
C -3.758 -0.078 0.385 -0.02
C -2.212 1.896 -0.472 -0.09
C -1.044 0.910 -0.508 -0.18
C 0.201 1.550 0.123 -0.31
O -0.090 1.781 1.488 -0.08
C 0.934 1.440 2.413 -0.14
C 0.442 0.341 3.344 -0.38
C 0.300 -1.007 2.630 -0.02
O -0.811 0.767 3.878 -0.03
C 0.490 2.914 -0.514 -0.11
O 0.236 2.952 -1.934 -0.20
S 0.455 1.576 -2.692 0.68
O 0.122 1.841 -4.054 -0.24
O 1.811 1.146 -2.477 -0.24
C -0.708 0.389 -1.941 -0.32
C -1.979 0.312 -2.832 -0.16
O -1.994 -0.759 -3.740 -0.13
O -1.535 -0.296 -5.010 0.01
C -0.093 -0.998 -1.901 -0.12
O 0.781 -1.149 -0.779 -0.10
C 1.834 -2.024 -1.018 -0.27
C 3.076 -1.542 -1.410 0.00
C 4.106 -2.456 -1.659 -0.07
C 3.884 -3.822 -1.508 -0.09
C 2.646 -4.296 -1.079 -0.08
C 1.629 -3.386 -0.837 -0.02
H -2.942 -0.429 1.008 0.07
H -3.843 -0.732 -0.480 0.08
H -4.678 -0.138 0.955 0.08
H -2.346 2.401 -1.423 0.12
H -2.025 2.689 0.244 0.13
H -1.227 0.030 0.097 0.12
H 1.077 0.930 -0.020 0.13
H 1.128 2.318 3.028 0.13
H 1.871 1.183 1.919 0.14
H 1.091 0.230 4.206 0.14
H 0.228 -0.899 1.550 0.06
H -0.598 -1.515 2.970 0.08
H 1.131 -1.670 2.856 0.08
H -1.497 0.548 3.245 0.07
H 1.533 3.163 -0.336 0.14
H -0.119 3.659 -0.018 0.13
H -2.830 0.133 -2.183 0.12
H -2.179 1.245 -3.348 0.14
H -0.816 -0.909 -5.201 0.11
H -0.897 -1.724 -1.801 0.15
H 0.443 -1.219 -2.821 0.15
H 3.269 -0.490 -1.538 0.10
H 5.062 -2.081 -1.986 0.10
H 4.690 -4.504 -1.730 0.10
H 2.492 -5.353 -0.937 0.11
H 0.664 -3.731 -0.498 0.11
C -1.010 6.081 -4.029 -0.10
O -1.613 7.226 -3.463 -0.19
C -2.702 6.943 -2.602 -0.20
C -2.618 7.690 -1.287 -0.18
O -1.565 7.293 -0.422 -0.12
C -0.222 7.596 -0.760 -0.19
C 0.165 9.058 -0.687 -0.20
O -0.458 9.837 -1.692 -0.19
C -0.997 11.063 -1.250 -0.11
H -1.565 5.744 -4.910 0.09
H 0.003 6.348 -4.331 0.09
H -0.940 5.264 -3.303 0.07
H -2.772 5.869 -2.398 0.12
H -3.627 7.253 -3.107 0.13
H -3.531 7.451 -0.736 0.13
H -2.621 8.770 -1.444 0.11
H 0.056 7.163 -1.722 0.11
H 0.373 7.082 0.000 0.13
H 1.252 9.124 -0.828 0.13
H -0.074 9.445 0.309 0.12
H -1.438 10.976 -0.252 0.09
H -1.786 11.348 -1.947 0.09
H -0.235 11.850 -1.246 0.09
C 1.668 -10.600 1.496 -0.11
O 1.073 -9.333 1.679 -0.20
C -0.002 -9.309 2.601 -0.20
C 0.093 -8.159 3.583 -0.18
O 1.154 -8.228 4.519 -0.12
C 2.492 -8.054 4.086 -0.18
C 2.865 -6.657 3.638 -0.20
O 2.226 -6.287 2.429 -0.19
C 1.676 -4.987 2.413 -0.12
H 1.096 -11.204 0.783 0.09
H 2.669 -10.441 1.097 0.09
H 1.757 -11.143 2.443 0.09
H -0.064 -10.251 3.155 0.12
H -0.934 -9.187 2.034 0.13
H -0.814 -8.198 4.193 0.13
H 0.079 -7.198 3.065 0.11
H 2.768 -8.794 3.332 0.11
H 3.097 -8.268 4.971 0.13
H 3.950 -6.636 3.471 0.13
H 2.629 -5.946 4.437 0.12
H 1.253 -4.712 3.384 0.09
H 0.875 -4.982 1.673 0.08
H 2.429 -4.252 2.110 0.09



(5)
24
Properties=species:S:1:pos:R:3:nbo_charge:R:1 method="wB97M-V/def2-TZVPD" homo_lumo_gap_ev=7.81 smiles="O=C(O)Cc1ccc(Br)c2c[nH+]ccc12" lumo_energy_ev=-4.988 charge=+1 max_force_ev_per_a=0.792
O 3.980 -1.317 0.616 -0.49
C 2.809 -1.210 0.733 0.79
O 2.216 -0.886 1.929 -0.73
C 1.822 -1.438 -0.391 -0.54
C 0.926 -0.221 -0.491 -0.01
C 1.515 0.959 -0.869 -0.13
C 0.792 2.160 -0.960 -0.21
C -0.535 2.169 -0.664 -0.03
Br -1.500 3.798 -0.751 0.13
C -1.206 0.977 -0.280 -0.16
C -2.568 0.949 0.036 0.16
N -3.137 -0.182 0.412 -0.42
C -2.463 -1.357 0.523 0.02
C -1.139 -1.411 0.222 -0.20
C -0.461 -0.236 -0.190 0.10
H 2.378 0.043 2.127 0.50
H 1.270 -2.331 -0.121 0.24
H 2.370 -1.601 -1.310 0.26
H 2.571 0.970 -1.103 0.25
H 1.288 3.073 -1.241 0.26
H -3.162 1.846 -0.018 0.26
H -4.122 -0.173 0.643 0.45
H -3.008 -2.228 0.843 0.25
H -0.635 -2.354 0.304 0.25



(6)
74
Properties=species:S:1:pos:R:3:lowdin_charge:R:1 method="wB97M-V/def2-TZVPD" spin_multiplicity=2 homo_lumo_gap_ev="6.25 / 6.29" lumo_energy_ev="4.126 / 4.124" charge=-2 relative_energy_kcal_mol=10.6 s2=0.753 max_force_ev_per_a=3.488
Pd -12.713 -9.376 -10.820 0.63
N -12.948 -8.719 -14.213 0.00
C -11.700 -9.362 -14.532 -0.35
C -11.014 -10.263 -13.534 -0.22
C -10.206 -9.553 -12.437 -0.30
N -10.710 -10.024 -11.179 -0.08
H -13.736 -9.369 -14.260 0.07
H -12.851 -8.300 -13.312 -0.02
H -10.969 -8.663 -14.834 0.08
H -11.811 -9.828 -15.572 0.12
H -10.261 -10.877 -14.110 0.11
H -11.735 -10.988 -13.072 0.11
H -10.338 -8.461 -12.526 0.10
H -9.065 -9.696 -12.614 0.13
H -10.108 -9.620 -10.473 0.06
H -10.613 -11.029 -11.085 0.09
F -12.962 -11.869 -10.207 -0.22
P -14.067 -13.011 -10.465 0.13
F -15.153 -14.141 -10.740 -0.15
F -15.174 -11.965 -9.969 -0.16
F -13.794 -13.515 -8.919 -0.19
F -12.897 -13.982 -11.022 -0.17
F -14.265 -12.459 -12.003 -0.20
N -10.079 -11.571 -7.450 0.16
C -9.457 -10.367 -7.699 -0.59
O -10.028 -9.558 -8.385 0.00
C -8.145 -10.200 -7.158 -0.24
C -7.311 -9.136 -7.514 -0.29
N -6.523 -8.368 -7.829 0.08
C -7.654 -11.129 -6.211 -0.28
N -7.496 -11.971 -5.421 0.07
H -11.052 -11.549 -7.687 0.09
H -9.760 -12.170 -6.718 0.06
C -13.957 -4.731 -8.209 -0.11
C -13.192 -5.922 -8.716 -0.58
C -11.719 -5.575 -8.781 -0.12
C -13.269 -7.112 -7.659 -0.08
P -13.760 -6.491 -10.515 0.79
N -12.673 -7.314 -11.240 -0.36
C -15.457 -7.422 -10.195 -0.60
C -16.344 -6.789 -9.173 -0.10
C -15.147 -8.829 -9.739 -0.15
C -16.124 -7.606 -11.545 -0.11
C -14.104 -4.972 -11.524 -0.57
C -12.815 -4.099 -11.599 -0.10
C -14.348 -5.406 -13.051 -0.10
C -15.347 -4.146 -11.257 -0.12
H -13.456 -4.498 -7.239 0.10
H -14.952 -4.942 -8.122 0.02
H -13.742 -3.872 -8.841 0.06
H -11.312 -5.590 -7.723 0.10
H -11.440 -4.581 -9.116 0.06
H -11.270 -6.289 -9.434 0.05
H -12.663 -6.966 -6.735 0.09
H -12.781 -7.961 -8.136 0.06
H -14.298 -7.270 -7.393 0.04
H -15.956 -6.960 -8.189 0.05
H -17.420 -7.096 -9.205 0.10
H -16.421 -5.704 -9.328 0.06
H -14.528 -8.914 -8.826 0.07
H -14.724 -9.488 -10.445 0.00
H -16.040 -9.344 -9.441 0.09
H -16.639 -6.715 -11.967 0.07
H -16.893 -8.336 -11.464 0.07
H -15.351 -8.050 -12.230 0.09
H -11.920 -4.697 -11.718 0.07
H -12.606 -3.431 -10.770 0.06
H -12.908 -3.421 -12.433 0.06
H -13.537 -6.046 -13.375 0.04
H -14.259 -4.544 -13.762 0.08
H -15.234 -6.011 -13.208 0.04
H -15.402 -3.621 -10.282 0.07
H -16.265 -4.740 -11.366 0.06
H -15.416 -3.356 -11.983 0.06